C67H52BrF4GeN3O5P2Y | the ωB97M-V functional and the def2-TZVPD basis

Last column: Löwdin charge in e.
Positions of all 136 atoms, in Å:
Y  0.315  -0.359  -0.554  1.279
C  -3.615  5.086  3.628  -0.099
C  -3.249  4.088  4.524  -0.088
C  -2.678  2.906  4.064  -0.103
C  -2.467  2.700  2.701  -0.374
C  -2.858  3.704  1.811  -0.113
C  -3.418  4.893  2.267  -0.090
P  -1.635  1.235  1.948  1.109
C  -1.882  -0.024  3.280  -0.366
C  -3.187  -0.373  3.642  -0.115
C  -3.429  -1.412  4.533  -0.101
C  -2.367  -2.138  5.065  -0.099
C  -1.067  -1.812  4.702  -0.077
C  -0.828  -0.763  3.818  -0.084
C  0.142  1.667  2.122  -0.437
C  0.583  2.624  3.042  -0.099
C  1.938  2.900  3.149  -0.094
C  2.839  2.211  2.345  -0.097
C  2.384  1.260  1.441  -0.173
C  1.019  0.944  1.273  -0.297
H  -4.052  6.010  3.991  0.097
H  -3.403  4.233  5.587  0.099
H  -2.389  2.139  4.774  0.106
H  -2.710  3.552  0.745  0.085
H  -3.705  5.663  1.560  0.099
H  -4.026  0.174  3.217  0.110
H  -4.451  -1.661  4.806  0.100
H  -2.554  -2.956  5.754  0.100
H  -0.233  -2.385  5.093  0.097
H  0.186  -0.521  3.525  0.079
H  -0.119  3.162  3.667  0.087
H  2.288  3.647  3.854  0.095
H  3.904  2.416  2.422  0.102
H  3.136  0.749  0.845  0.077
O  -6.142  -3.541  1.564  -0.055
C  -4.876  -3.976  2.042  -0.197
C  -3.791  -3.128  1.451  -0.175
C  -2.479  -3.351  1.817  0.008
C  -1.505  -2.545  1.270  -0.103
N  -1.765  -1.555  0.417  0.038
C  -3.023  -1.336  0.064  -0.210
C  -4.063  -2.107  0.551  0.058
C  -3.245  -0.184  -0.864  -0.207
C  -4.515  0.190  -1.252  0.051
C  -4.691  1.276  -2.103  -0.184
C  -6.072  1.698  -2.528  -0.205
O  -6.900  0.593  -2.874  -0.056
C  -3.566  1.939  -2.542  0.009
C  -2.326  1.502  -2.103  -0.090
N  -2.157  0.477  -1.274  0.065
H  -6.819  -4.122  1.917  0.088
H  -4.689  -5.019  1.773  0.132
H  -4.815  -3.897  3.130  0.121
H  -2.199  -4.131  2.518  0.127
H  -0.471  -2.686  1.543  0.086
H  -5.085  -1.925  0.259  0.108
H  -5.385  -0.351  -0.906  0.118
H  -5.997  2.418  -3.345  0.117
H  -6.575  2.194  -1.699  0.129
H  -6.451  0.079  -3.553  0.094
H  -3.631  2.784  -3.219  0.119
H  -1.433  2.011  -2.430  0.074
F  6.233  -6.251  -1.751  0.080
C  5.411  -5.372  -1.142  -0.166
C  5.371  -5.378  0.243  -0.163
F  6.137  -6.244  0.935  0.080
C  4.548  -4.495  0.892  -0.239
F  4.560  -4.562  2.248  0.062
C  3.753  -3.595  0.171  -0.389
P  2.600  -2.490  1.112  1.102
C  3.732  -1.625  2.278  -0.369
C  3.251  -1.020  3.441  -0.129
C  4.085  -0.273  4.264  -0.096
C  5.415  -0.084  3.913  -0.104
C  5.895  -0.639  2.733  -0.081
C  5.061  -1.401  1.922  -0.083
C  1.799  -3.820  2.145  -0.357
C  1.885  -4.001  3.524  -0.100
C  1.235  -5.062  4.150  -0.098
C  0.504  -5.978  3.406  -0.108
C  0.441  -5.833  2.024  -0.091
C  1.078  -4.766  1.403  -0.114
C  3.783  -3.578  -1.230  -0.107
Br  2.905  -0.774  -2.083  0.677
C  4.624  -4.478  -1.823  -0.287
F  4.733  -4.536  -3.198  0.002
H  2.201  -1.108  3.700  0.084
H  3.687  0.182  5.164  0.102
H  6.069  0.504  4.547  0.095
H  6.927  -0.482  2.439  0.099
H  5.445  -1.830  1.003  0.109
H  2.492  -3.336  4.123  0.091
H  1.325  -5.185  5.224  0.098
H  0.010  -6.812  3.894  0.093
H  -0.099  -6.558  1.423  0.102
H  1.034  -4.667  0.322  0.104
O  -0.601  -3.347  -2.875  0.097
N  -0.210  -2.425  -2.201  -0.503
O  -0.324  -1.200  -2.573  -0.160
O  0.330  -2.596  -1.048  -0.211
C  1.903  0.916  -1.809  -0.853
Ge  1.433  1.884  -3.403  0.878
C  0.390  3.399  -2.671  -0.290
C  0.293  3.577  -1.288  -0.107
C  -0.430  4.639  -0.749  -0.086
C  -1.078  5.538  -1.589  -0.098
C  -0.978  5.387  -2.970  -0.096
C  -0.242  4.333  -3.502  -0.115
C  2.756  2.941  -4.416  -0.259
C  3.511  3.912  -3.751  -0.107
C  4.365  4.759  -4.448  -0.098
C  4.473  4.651  -5.831  -0.110
C  3.732  3.691  -6.507  -0.099
C  2.881  2.841  -5.802  -0.101
C  0.471  0.857  -4.745  -0.292
C  1.061  -0.307  -5.247  -0.120
C  0.399  -1.088  -6.186  -0.076
C  -0.857  -0.710  -6.649  -0.095
C  -1.444  0.457  -6.178  -0.095
C  -0.781  1.233  -5.232  -0.114
H  2.583  1.553  -1.246  -0.046
H  0.774  2.874  -0.611  0.072
H  -0.487  4.754  0.329  0.096
H  -1.651  6.360  -1.172  0.094
H  -1.466  6.097  -3.630  0.095
H  -0.149  4.242  -4.581  0.102
H  3.428  4.012  -2.671  0.102
H  4.944  5.505  -3.915  0.095
H  5.133  5.314  -6.379  0.093
H  3.817  3.601  -7.584  0.095
H  2.308  2.091  -6.340  0.091
H  2.032  -0.627  -4.885  0.075
H  0.858  -2.004  -6.539  0.105
H  -1.379  -1.328  -7.372  0.095
H  -2.420  0.761  -6.543  0.093
H  -1.256  2.141  -4.869  0.077

Kohn-Sham gap, eV: 5.5838
ΔE to the lowest compared entry with this formula, charge and spin, kcal per mole: 2.3
Charge: -1
DFT total energy, eV: -242079.020
Max |F|, eV Å⁻¹: 1.5
2S+1: 1